# 1
ORCA calculation (ωB97M-V/def2-TZVPD) on an isolated molecule of C2H4N2O in a non-equilibrium geometry.

orbital gap = 10.449 eV
structure (SMILES) = C=NNC=O
net charge = 0

Positions of all 9 atoms, in Å:
1 C 1.91918 0.54171 -0.03073
2 N 1.34518 -0.59616 0.02166
3 N -0.05013 -0.62110 0.01914
4 C -1.06479 0.34467 0.08522
5 O -2.22217 0.14751 -0.09011
6 H 3.04803 0.65176 -0.12267
7 H 1.43445 1.60355 -0.19142
8 H -0.30652 -1.55810 -0.01067
9 H -0.59028 1.32527 0.43305

***

# 2
ORCA calculation (ωB97M-V/def2-TZVPD) on a cluster of 2 separate species, C2H4N2O in total in a non-equilibrium geometry.

orbital gap (spin up / spin down) = 7.778 / 7.779 eV
net charge = 0

Positions of all 9 atoms, in Å:
1 C 0.10516 -0.76784 0.59525
2 C -0.90390 1.12771 -0.47279
3 N 1.89142 -1.92904 0.50356
4 N 0.13330 0.13533 -0.21236
5 O 2.60333 -1.34701 -0.21093
6 H -0.45984 -1.24475 1.44351
7 H -1.87381 1.10233 0.01614
8 H -0.35530 2.04529 -0.17470
9 H -1.14037 0.87798 -1.48769

***

# 3
ORCA calculation (ωB97M-V/def2-TZVPD) on an isolated molecule of C2H4N2O2 in a non-equilibrium geometry.

orbital gap = 9.605 eV
structure (SMILES) = C=[N+]([O-])C(N)=O
net charge = 0

Positions of all 10 atoms, in Å:
1 C 1.20047 -0.53137 1.12148
2 N 0.33204 0.19927 0.56080
3 O -0.05376 1.24563 1.01836
4 C -0.26644 -0.33304 -0.69103
5 N -1.06510 0.60942 -1.19686
6 O -0.08850 -1.47652 -0.99635
7 H 1.52862 0.06379 1.93702
8 H 1.45876 -1.54965 0.86036
9 H -1.27595 1.46855 -0.71108
10 H -1.77015 0.30393 -1.90270

***

# 4
ORCA calculation (ωB97M-V/def2-TZVPD) on an isolated molecule of C2H4N2O2 in a non-equilibrium geometry.

orbital gap (spin up / spin down) = 8.186 / 8.231 eV
structure (SMILES) = C/C(N=O)=N\O
net charge = 0

Positions of all 10 atoms, in Å:
1 C -1.25973 -0.12128 0.46593
2 C 0.22149 -0.19461 0.42507
3 N 1.02294 -0.81830 1.26269
4 O 2.16776 -0.84744 0.64196
5 N 1.06690 0.47601 -0.42951
6 O 0.57756 0.57452 -1.69284
7 H -1.63420 -0.76528 1.26053
8 H -1.68991 -0.46000 -0.47812
9 H -1.59315 0.89885 0.66080
10 H 1.12034 1.25753 -2.11652

***

# 5
ORCA calculation (ωB97M-V/def2-TZVPD) on an isolated molecule of C2H4N2O2 in a non-equilibrium geometry.

orbital gap = 9.766 eV
structure (SMILES) = N/C(C=O)=N\O
net charge = 0

Positions of all 10 atoms, in Å:
1 N -0.10850 -1.40748 -0.06536
2 C -0.18552 -0.09411 -0.33251
3 C -1.52519 0.86480 -0.03254
4 O -2.62425 0.46253 0.12605
5 N 0.71837 0.79406 -0.11102
6 O 2.02234 0.31035 0.09692
7 H 0.79067 -1.85181 0.03252
8 H -0.96608 -1.92419 0.02087
9 H -0.69105 1.73968 0.16520
10 H 2.56921 1.10617 0.09987

***

# 6
ORCA calculation (ωB97M-V/def2-TZVPD) on an isolated molecule of C2H4N2O2 in a non-equilibrium geometry.

orbital gap = 9.936 eV
structure (SMILES) = C=NO/C=N\O
net charge = 0

Positions of all 10 atoms, in Å:
1 C -2.29789 -0.41997 -0.15105
2 N -1.03603 -0.33287 -0.00481
3 O -0.52880 1.06159 0.25427
4 C 0.89773 0.95774 -0.12521
5 N 1.74646 0.06525 -0.21371
6 O 1.43682 -1.21210 0.17839
7 H -2.94397 0.47620 0.03643
8 H -2.46689 -1.49711 -0.18682
9 H 1.18672 2.04483 -0.13875
10 H 0.38799 -1.17313 0.01507

***

# 7
ORCA calculation (ωB97M-V/def2-TZVPD) on an isolated molecule of C2H4N2O2.

orbital gap = 10.249 eV
structure (SMILES) = C=NO/C=N/O
net charge = 0

Positions of all 10 atoms, in Å:
1 C -2.62722 -0.30915 0.00524
2 N -1.37988 -0.48978 -0.01911
3 O -0.73010 0.74361 0.02348
4 C 0.61422 0.65428 -0.01288
5 N 1.25177 -0.43832 0.01181
6 O 2.63214 -0.19383 -0.01908
7 H -3.24144 -1.20181 -0.02825
8 H -3.06932 0.69140 0.00650
9 H 1.07642 1.63508 -0.03119
10 H 2.99278 -1.09706 0.11461

***

# 8
ORCA calculation (ωB97M-V/def2-TZVPD) on an isolated molecule of C2H4N2O2S in a non-equilibrium geometry.

orbital gap (spin up / spin down) = 7.251 / 7.801 eV
net charge = 0

Positions of all 11 atoms, in Å:
1 C -1.14836 -0.03169 -0.18511
2 C 0.20270 -0.88518 -0.28325
3 N 1.38677 -0.20610 0.05648
4 N -0.90557 1.18542 0.38258
5 O -2.21126 -0.47085 -0.54821
6 O -1.78976 2.07458 -0.06374
7 S 1.49790 1.42453 -0.34960
8 H 0.14022 -1.80560 0.13951
9 H 0.05924 -1.15900 -1.28214
10 H 1.64620 -0.32736 1.03233
11 H -1.59699 2.90375 0.46477

***

# 9
ORCA calculation (ωB97M-V/def2-TZVPD) on an isolated molecule of C2H4N2O2S in a non-equilibrium geometry.

orbital gap = 9.099 eV
structure (SMILES) = NC(=S)NOC=O
net charge = 0

Positions of all 11 atoms, in Å:
1 N 2.01482 -0.60155 0.32484
2 C 0.95132 0.14699 0.00157
3 S 1.04486 1.79768 -0.09916
4 N -0.16642 -0.55102 -0.28217
5 O -1.17554 0.10705 -0.92671
6 C -2.10896 0.58976 -0.11094
7 O -2.14153 0.58476 1.09458
8 H 2.77636 -0.02619 0.61776
9 H 1.84501 -1.52505 0.70471
10 H -0.14086 -1.53179 -0.52961
11 H -2.89907 1.00936 -0.79487

***

# 10
ORCA calculation (ωB97M-V/def2-TZVPD) on a cluster of 3 separate species, C2H4N2O2S in total in a non-equilibrium geometry.

orbital gap = 9.444 eV
net charge = 0

Positions of all 11 atoms, in Å:
1 C -0.75059 -1.08850 -0.26906
2 C 0.22317 -0.28648 0.34261
3 N 4.42590 -0.67498 -0.64636
4 N 4.30103 -0.48847 0.43975
5 O 2.01578 -0.30104 -2.18106
6 O 1.56496 -2.71578 -1.68803
7 S 1.13203 -1.45076 -2.19437
8 H -0.83116 -2.14011 -0.05323
9 H -1.57440 -0.47574 -0.65879
10 H 0.06507 0.72031 0.19295
11 H 1.16110 -0.62483 0.74186

***

How do the records compare in energy relative to the best compared isomer or geometry (same formula, charge and spin)? In the order shown, they have 181.1, 492.6, 328.8, 678.0, 440.5, 612.5, 505.3, 433.0, 167.3, 120.8 kJ/mol.
How do the records compare in DFT total energy? In the order shown, they have -263.29430, -263.17565, -338.52798, -338.39496, -338.48542, -338.41992, -338.46072, -736.63999, -736.74117, -736.75891 a.u..